{
  "formula": "CH33O19",
  "method": "wB97M-V/def2-TZVPD",
  "relative_energy_ev": 0.330,
  "charge": -1,
  "e_homo_ev": -7.2,
  "homo_lumo_gap_ev": 8.85,
  "species": ["C", "O", "O", "O", "H", "O", "H", "H", "O", "H", "H", "O", "H", "H", "O", "H", "H", "O", "H", "H", "O", "H", "H", "O", "H", "H", "O", "H", "H", "O", "H", "H", "O", "H", "H", "O", "H", "H", "O", "H", "H", "O", "H", "H", "O", "H", "H", "O", "H", "H", "O", "H", "H"],
  "coordinates": [[0.157526, 0.236681, 0.162117], [1.148920, 1.013334, 0.189734], [0.153995, -0.911691, 0.901063], [-0.930035, 0.549858, -0.382628], [0.973112, -1.213895, 1.192106], [3.312694, -0.335558, -0.045504], [2.443427, 0.098668, 0.192786], [3.947218, -0.039146, 0.597547], [-4.026827, 0.918863, -0.351445], [-4.776999, 1.475330, -0.319212], [-3.526319, 1.019113, 0.489285], [-3.239370, -0.329385, -2.755218], [-3.970095, -0.913321, -2.801009], [-3.377108, 0.116688, -1.925988], [0.027401, 0.598713, -2.866402], [-0.035995, 0.889987, -1.965504], [0.028386, -0.360721, -2.894385], [-0.851231, -3.711231, 0.862237], [-1.640565, -3.131201, 0.807515], [-0.235635, -3.246190, 0.337996], [2.287328, -2.407206, 2.024216], [3.247444, -2.435210, 1.914191], [2.051887, -3.349605, 2.104835], [-2.741686, -1.861674, 0.728910], [-1.968915, -1.347190, 0.514897], [-2.766703, -1.690452, 1.683471], [-2.752225, 2.951661, -1.961983], [-2.927798, 2.332399, -1.260951], [-2.642428, 2.497030, -2.806179], [2.763015, 3.240333, -0.338608], [2.513880, 2.363055, -0.221156], [2.162196, 3.797582, 0.181920], [-0.176170, 3.268951, -1.020108], [-0.003046, 2.421210, -0.502799], [-0.880254, 2.972413, -1.554134], [2.746772, 0.585503, -2.490241], [1.832559, 0.830536, -2.366929], [3.141323, 0.397222, -1.615692], [-2.353016, 1.547665, 1.793719], [-2.028433, 1.270161, 2.602299], [-1.794516, 1.207539, 1.078233], [1.769201, 1.893852, 2.703861], [0.984556, 1.767114, 3.245077], [1.501779, 1.473612, 1.888382], [-0.927144, -1.950850, -1.900903], [-1.185328, -1.082776, -1.534596], [-0.054941, -2.085476, -1.528521], [1.972783, -1.024036, 4.244260], [2.893201, -0.769455, 4.230289], [1.949283, -1.693598, 3.566308], [1.560951, -2.762068, -0.912151], [2.349188, -2.919286, -0.340424], [1.892754, -2.163851, -1.574580]],
  "forces_ev_per_a": [[-0.7, 0.9, 1.1], [-0.1, -1.3, 0.1], [-3.0, 1.4, -1.5], [0.1, -1.0, 0.8], [2.8, -0.7, 0.8], [-0.3, -0.7, 0.3], [0.7, 0.1, -0.1], [0.4, 0.4, 0.4], [1.5, -0.9, 0.3], [-1.1, 1.0, 0.2], [-0.7, 0.0, -0.3], [1.0, 0.6, -0.7], [-1.0, -1.0, -0.2], [-0.1, 0.4, 0.8], [0.5, 0.5, -1.5], [-0.5, 0.0, 0.5], [-0.3, -0.2, 0.2], [-0.9, -0.9, 1.2], [0.2, -0.6, 0.0], [1.2, 0.7, -1.1], [0.4, -1.3, -0.3], [-0.1, 0.4, -0.1], [-0.3, 0.4, -0.1], [-0.7, 0.1, 1.0], [0.6, 0.6, -0.8], [-0.4, -0.2, -0.1], [0.1, 1.2, -0.9], [-0.2, -0.9, 0.1], [-0.2, -0.4, 0.4], [1.2, 3.0, 0.0], [-1.0, -2.1, 0.3], [0.1, -0.6, -0.4], [1.8, -1.2, 2.1], [0.1, 2.0, -0.9], [-1.7, 0.0, -1.2], [1.2, -0.5, 0.0], [-0.5, 0.2, -0.2], [-0.3, 0.2, -0.7], [-1.5, 1.0, -2.3], [1.1, -1.0, 2.3], [0.5, 0.0, 0.0], [-0.1, 0.2, 0.8], [0.2, 0.1, 0.3], [0.1, -0.1, -0.8], [-0.1, 0.5, 0.0], [-0.3, -0.4, -0.4], [0.1, -0.4, 0.3], [-0.2, 0.3, 0.9], [0.3, 0.5, 0.2], [-0.3, -0.3, -0.5], [1.0, -0.8, 1.0], [-1.0, 0.4, -0.6], [0.5, 0.6, -0.6]],
  "lowdin_charge": [-0.680, -0.051, 0.124, -0.040, 0.028, -0.069, 0.006, 0.055, -0.045, 0.045, 0.025, -0.028, 0.019, -0.028, -0.033, -0.025, 0.031, -0.071, -0.017, -0.055, -0.044, 0.082, 0.100, -0.026, -0.006, 0.075, -0.046, -0.009, 0.058, -0.038, -0.061, 0.045, -0.062, 0.025, -0.049, -0.076, -0.027, -0.018, -0.008, 0.013, 0.009, -0.049, 0.030, -0.029, -0.045, 0.002, -0.022, -0.061, 0.024, -0.039, -0.046, 0.061, 0.046]
}